(1)
Below is a cluster of 9 separate species, C18H54O9S9 in total at a distorted geometry, with properties calculated with the ωB97M-V functional and the def2-TZVPD basis.

Results
energy above the lowest of the compared OMol25 structures with the same formula, charge and spin	0.435	eV
total charge	-1
lowest unoccupied orbital energy (spin up / spin down)	1.76 / 1.75	eV
HOMO-LUMO gap (spin up / spin down)	2.0 / 8.2	eV
E_HOMO (spin up / spin down)	-0.21 / -6.45	eV
max |F|	3.0	eV Å⁻¹
multiplicity	2

Last column: Mulliken spin population.
Cartesian coordinates (Å):
C -11.7314 -14.7155 13.1735  0.177
S -10.1263 -15.6087 13.1628  0.390
O -9.2178 -14.9708 12.0680  -0.062
C -9.5751 -15.1260 14.8845  0.169
H -11.6929 -13.8491 13.8338  -0.016
H -12.4907 -15.3567 13.6212  -0.042
H -12.0226 -14.4344 12.1614  -0.027
H -8.5044 -15.3081 14.9766  -0.004
H -10.1474 -15.6670 15.6381  -0.006
H -9.8493 -14.0947 15.1067  0.000
C -11.1589 -11.3404 17.8402  0.010
S -12.1415 -11.9568 16.4277  0.010
O -11.0960 -11.8654 15.3251  -0.007
C -12.2248 -13.7349 16.8915  0.068
H -10.2623 -11.9475 17.9653  -0.001
H -11.6252 -11.2121 18.8170  0.001
H -10.6358 -10.3957 17.6920  -0.001
H -11.2127 -14.0819 17.1000  0.008
H -12.6003 -14.2485 16.0065  0.008
H -13.0206 -13.8398 17.6289  0.017
C -5.8929 -14.9212 12.4686  -0.001
S -4.5614 -15.9916 13.1884  0.021
O -3.3267 -15.7733 12.3816  -0.003
C -4.3581 -15.0305 14.7362  0.009
H -6.7784 -14.9983 13.0996  0.009
H -6.0932 -15.4689 11.5477  -0.002
H -5.6458 -13.8705 12.3165  0.000
H -4.5463 -13.9604 14.6491  0.000
H -3.3079 -15.1478 15.0035  -0.001
H -4.8628 -15.3947 15.6311  -0.005
C -9.3124 -14.4077 8.6298  0.006
S -7.7211 -13.8498 9.3106  -0.004
O -6.8141 -13.3502 8.2209  0.000
C -8.2559 -12.2495 10.0821  0.000
H -9.2579 -15.3115 8.0229  0.000
H -9.5459 -13.6831 7.8498  0.000
H -10.1236 -14.3194 9.3524  -0.002
H -8.7463 -12.4659 11.0312  0.000
H -8.8442 -11.5585 9.4783  0.000
H -7.4308 -11.5586 10.2556  0.000
C -11.9636 -11.9565 10.6863  0.001
S -12.0175 -10.9798 9.0603  0.000
O -10.8870 -9.9580 9.1306  0.000
C -13.6907 -10.2825 9.3787  0.001
H -11.0663 -12.5724 10.7461  0.000
H -12.8902 -12.5298 10.7156  -0.002
H -12.0910 -11.3702 11.5963  -0.001
H -13.9441 -9.7771 8.4468  0.000
H -13.7297 -9.5503 10.1853  0.000
H -14.3459 -11.1432 9.5128  0.000
C -16.6769 -13.5990 9.1601  0.009
S -15.3344 -14.9011 9.3526  -0.004
O -14.1607 -14.2194 8.6262  0.003
C -15.0227 -14.8372 11.1603  0.069
H -16.7830 -13.0712 8.2123  -0.001
H -16.4846 -12.7902 9.8652  -0.002
H -17.6476 -14.0640 9.3321  -0.001
H -14.3830 -15.6735 11.4422  -0.007
H -15.9492 -14.8681 11.7337  -0.002
H -14.5218 -13.9137 11.4504  0.000
C -10.2422 -18.5448 18.0512  -0.440
S -8.5588 -18.1323 17.4434  0.442
O -8.3710 -16.5990 17.6374  0.042
C -7.6136 -18.7097 18.8479  -0.327
H -10.4486 -18.0957 19.0227  -0.066
H -10.3043 -19.6288 17.9557  0.153
H -11.0128 -18.1637 17.3810  0.064
H -7.6137 -19.7973 18.9194  0.084
H -7.8937 -18.2473 19.7944  0.044
H -6.5780 -18.4312 18.6532  -0.009
C -13.1966 -18.5235 13.6747  -0.065
S -13.5484 -17.5176 15.2088  0.903
O -14.4865 -16.4021 14.7974  0.020
C -14.5659 -18.7082 16.1792  -1.670
H -12.3925 -18.1464 13.0429  0.029
H -14.0306 -18.6486 12.9841  -0.020
H -13.0627 -19.5679 13.9565  0.200
H -13.8517 -19.3821 16.6525  0.224
H -15.3080 -19.2108 15.5589  0.294
H -15.0736 -18.0735 16.9056  0.308
C -4.4964 -14.2207 18.5692  0.004
S -5.6488 -12.7803 18.5544  0.003
O -5.0054 -11.8543 17.5580  0.000
C -6.9118 -13.6489 17.4942  0.009
H -4.1806 -14.4837 17.5596  0.004
H -4.8599 -15.1214 19.0639  -0.001
H -3.5386 -14.0305 19.0535  -0.002
H -7.9284 -13.4268 17.8188  0.000
H -6.7079 -14.7174 17.5644  -0.007
H -6.7751 -13.4670 16.4282  -0.002

=====

(2)
Below is a structure of composition C18H55Cr2O11 at a distorted geometry, with properties calculated with the ωB97M-V functional and the def2-TZVPD basis.

Results
total charge	+1
lowest unoccupied orbital energy (spin up / spin down)	-2.95 / -2.92	eV
HOMO-LUMO gap (spin up / spin down)	6.7 / 7.9	eV
E_HOMO (spin up / spin down)	-9.61 / -10.83	eV
max |F|	3.2	eV Å⁻¹
multiplicity	9

Last column: Mulliken spin population.
Cartesian coordinates (Å):
Cr -3.4991 1.5542 -0.3160  3.998
Cr -2.9454 -1.0951 -2.2157  4.056
C 0.4569 1.3053 -0.4333  0.027
C -0.3571 0.3197 -1.2523  -0.066
O -1.7480 0.5053 -1.1193  -0.023
H 0.5241 2.3241 -0.8192  0.003
H 1.5013 0.9795 -0.3853  -0.005
H 0.0118 1.4405 0.5573  -0.003
H -0.1740 -0.7080 -0.9001  0.039
H -0.0574 0.3977 -2.3075  0.005
O -4.5234 0.1076 -1.5246  -0.008
H -4.9982 -0.5154 -0.9712  0.008
O -2.7667 -0.3437 -4.0652  -0.015
H -2.1940 0.4155 -4.1494  0.012
C 0.3100 -3.8091 -3.7326  -0.001
C -0.5881 -2.5928 -3.8134  0.006
O -1.7791 -2.7449 -3.0456  -0.107
H 1.3265 -3.5791 -4.0600  0.001
H -0.0245 -4.6665 -4.3149  0.000
H 0.4621 -4.1186 -2.6927  0.001
H -0.8804 -2.4850 -4.8644  0.001
H -0.0672 -1.6534 -3.6522  0.008
H -2.3576 -3.3956 -3.4553  0.008
C 4.0347 -2.9500 -1.1463  0.000
C 3.3434 -2.3092 0.0399  0.000
O 2.5618 -3.2552 0.7304  0.000
H 3.3116 -3.5754 -1.6752  0.000
H 4.7715 -3.6785 -0.8055  0.000
H 4.4427 -2.1810 -1.7966  0.000
H 2.7785 -1.4181 -0.2812  0.000
H 4.1107 -1.8679 0.6989  0.000
H 2.0880 -2.7961 1.4383  0.000
C 1.4311 4.1434 1.9699  0.000
C 0.8072 3.3290 3.0892  0.000
O -0.6046 3.1712 2.9121  0.001
H 2.4738 4.3340 2.2330  0.000
H 0.9009 5.0835 1.8117  0.000
H 1.4580 3.6063 1.0222  0.000
H 1.0105 3.6542 4.1085  0.000
H 1.2610 2.3355 3.0226  0.000
H -1.1387 3.7444 3.4681  0.000
C 2.3632 -0.1614 3.8923  0.000
C 1.5088 -0.3387 2.6576  0.001
O 0.9224 -1.6262 2.5690  0.000
H 2.5712 0.9156 3.9660  0.000
H 3.3301 -0.6513 3.8324  0.000
H 1.8185 -0.3248 4.8233  0.000
H 2.0509 -0.0701 1.7455  0.000
H 0.7322 0.4336 2.5465  -0.001
H 0.5572 -1.9110 3.4103  0.000
C -1.7648 4.4451 -0.8951  0.036
C -2.5174 4.2685 0.4364  -0.029
O -2.4621 2.8838 0.8767  -0.003
H -0.7006 4.4665 -0.6467  0.001
H -1.9673 5.4662 -1.2359  0.002
H -1.8629 3.7408 -1.7197  -0.009
H -3.5706 4.5300 0.3115  -0.001
H -2.0173 4.9484 1.1210  0.010
H -1.8474 2.8588 1.6423  0.005
C -2.1490 -4.5639 -0.3846  -0.007
C -2.2551 -3.1934 0.2667  -0.012
O -3.3957 -2.4527 -0.2539  0.009
H -1.6197 -5.2869 0.2342  0.000
H -1.5890 -4.5055 -1.3175  0.009
H -3.1337 -4.9527 -0.6480  0.001
H -1.3913 -2.5393 0.1824  0.007
H -2.4485 -3.3414 1.3339  0.002
H -4.2094 -2.9479 -0.1146  0.005
C -2.0634 -0.4459 2.8111  -0.004
C -3.3122 0.4151 2.7125  0.006
O -3.8403 0.2604 1.3605  0.013
H -1.6864 -0.4524 3.8365  0.000
H -1.3617 -0.1282 2.0432  0.006
H -2.3854 -1.4777 2.6636  -0.001
H -3.2466 1.4645 2.9759  -0.005
H -4.0388 -0.0417 3.3934  0.004
H -4.1516 -0.6496 1.2979  0.008
C 3.3435 2.1009 -2.5218  0.000
C 4.2547 1.0946 -1.8356  0.000
O 5.6048 1.5288 -1.9903  0.000
H 3.7542 2.8508 -3.1961  0.000
H 2.7071 2.6239 -1.8024  0.000
H 2.5812 1.6539 -3.1750  0.000
H 4.1419 0.1060 -2.2936  0.000
H 3.9301 1.0384 -0.7908  0.000
H 6.1416 0.9554 -1.4283  0.000

=====

Which of these has the lowest multiplicity?
C18H54O9S9